{"formula": "C25H32ClN3O2", "method": "ωB97M-V/def2-TZVPD", "homo_energy_ev": -8.54, "smiles": "CN(C)C1(CNC(=O)C[C@H](NC(=O)c2ccccc2Cl)c2ccccc2)CCCCC1", "relative_energy_ev": 0.0000, "total_energy_ev": -47533.99551, "symbols": ["C", "N", "C", "C", "C", "N", "C", "O", "C", "C", "N", "C", "O", "C", "C", "C", "C", "C", "C", "Cl", "C", "C", "C", "C", "C", "C", "C", "C", "C", "C", "C", "H", "H", "H", "H", "H", "H", "H", "H", "H", "H", "H", "H", "H", "H", "H", "H", "H", "H", "H", "H", "H", "H", "H", "H", "H", "H", "H", "H", "H", "H", "H", "H"], "coordinates": [[-1.703485, 1.844555, 0.537920], [-0.255175, 1.934351, 0.536209], [0.148240, 3.086651, 1.323088], [0.414447, 1.809887, -0.775053], [1.893595, 1.453573, -0.489984], [2.048958, 0.301632, 0.363452], [2.606612, -0.837565, -0.086556], [3.037854, -0.962232, -1.218054], [2.704160, -1.975975, 0.926957], [1.346421, -2.421321, 1.500208], [0.354208, -2.364568, 0.445855], [-0.910843, -2.806633, 0.610661], [-1.325434, -3.291702, 1.642341], [-1.807798, -2.525423, -0.562013], [-3.045092, -1.956885, -0.271119], [-3.928095, -1.613231, -1.276938], [-3.589613, -1.852822, -2.598502], [-2.377750, -2.443968, -2.907445], [-1.490624, -2.775064, -1.894515], [0.002493, -3.541031, -2.338885], [0.954170, -1.601635, 2.713938], [1.594644, -1.864640, 3.920184], [1.286989, -1.140286, 5.056079], [0.322984, -0.146939, 5.004835], [-0.324192, 0.114022, 3.811206], [-0.008592, -0.603147, 2.669074], [0.355248, 3.100788, -1.618612], [0.945505, 2.926105, -3.017358], [0.283540, 1.774300, -3.766268], [0.379983, 0.481842, -2.963200], [-0.245409, 0.682333, -1.585818], [-2.046448, 1.995198, 1.560798], [-2.192212, 2.602273, -0.092210], [-2.033301, 0.856820, 0.222740], [1.226473, 3.210880, 1.310001], [-0.151553, 2.912616, 2.357325], [-0.316977, 4.023919, 0.986053], [2.404121, 2.307096, -0.034381], [2.408222, 1.215100, -1.419323], [1.601333, 0.337685, 1.267336], [3.174774, -2.810212, 0.403284], [3.360954, -1.668435, 1.742356], [1.433293, -3.464407, 1.839916], [0.675107, -2.094906, -0.471637], [-3.293977, -1.793471, 0.766944], [-4.878343, -1.164296, -1.031480], [-4.271955, -1.590053, -3.392518], [-2.114551, -2.652512, -3.932795], [2.335102, -2.650668, 3.969283], [1.792087, -1.357702, 5.985618], [0.073301, 0.413021, 5.893875], [-1.087220, 0.876887, 3.766156], [-0.527498, -0.386180, 1.749039], [0.887904, 3.904582, -1.106833], [-0.691927, 3.399570, -1.713550], [2.019007, 2.746150, -2.947402], [0.806824, 3.854878, -3.576389], [0.757468, 1.647630, -4.741171], [-0.770114, 2.012768, -3.935126], [1.417310, 0.158286, -2.880357], [-0.166349, -0.312188, -3.477599], [-0.203036, -0.242357, -1.011248], [-1.295768, 0.927057, -1.748392]], "atomic_forces_ev_per_a": [[0.084, -0.109, -0.043], [-0.017, 0.030, 0.016], [-0.057, -0.057, 0.008], [0.107, -0.033, -0.127], [-0.126, 0.158, -0.264], [-0.153, 0.328, 0.073], [0.218, -0.119, 0.523], [0.074, -0.199, -0.379], [0.000, -0.206, -0.246], [-0.057, -0.159, 0.197], [0.420, 0.028, 0.126], [0.078, 0.067, -0.305], [-0.067, -0.053, 0.160], [-0.158, -0.119, -0.090], [0.080, -0.037, -0.013], [-0.018, 0.034, 0.036], [0.029, -0.010, 0.001], [0.053, 0.005, -0.044], [-0.187, 0.071, 0.117], [0.064, -0.067, -0.201], [-0.112, 0.011, 0.100], [-0.027, 0.068, -0.092], [0.060, -0.030, 0.068], [-0.031, 0.068, 0.075], [-0.001, 0.098, 0.027], [-0.019, -0.194, 0.062], [0.174, -0.170, 0.112], [-0.245, 0.053, -0.075], [0.255, -0.061, 0.033], [-0.195, 0.118, -0.049], [0.268, -0.008, 0.013], [-0.064, 0.007, 0.047], [-0.052, 0.017, -0.010], [-0.088, -0.013, -0.030], [0.082, 0.065, 0.026], [0.015, 0.078, 0.052], [0.037, 0.049, -0.001], [-0.022, -0.004, -0.107], [0.004, 0.134, 0.121], [0.056, -0.115, -0.007], [-0.023, 0.119, -0.004], [-0.034, -0.053, 0.002], [0.047, 0.211, -0.051], [-0.175, -0.046, 0.026], [-0.017, -0.003, 0.099], [-0.081, 0.040, 0.027], [-0.054, 0.013, -0.077], [0.050, -0.037, -0.075], [0.088, -0.108, 0.008], [0.039, -0.021, 0.077], [-0.025, 0.043, 0.069], [-0.083, 0.089, -0.005], [-0.033, 0.001, -0.117], [-0.058, 0.067, 0.069], [-0.058, 0.070, 0.047], [0.088, 0.036, -0.044], [0.107, 0.009, 0.008], [-0.068, 0.015, -0.064], [-0.068, 0.026, -0.057], [0.046, -0.074, -0.014], [0.056, -0.069, 0.000], [-0.112, -0.018, 0.097], [-0.092, -0.030, 0.070]]}